No. 1
{
  "formula": "C15H33ClGaIO2P2",
  "method": "ωB97M-V/def2-TZVPD",
  "species": ["C", "C", "H", "H", "H", "O", "I", "Ga", "P", "C", "C", "H", "H", "H", "C", "H", "H", "H", "H", "H", "H", "C", "O", "Cl", "C", "C", "C", "P", "C", "C", "C", "C", "C", "C", "H", "H", "H", "H", "H", "H", "H", "H", "H", "H", "H", "H", "H", "H", "H", "H", "H", "H", "H", "H", "H"],
  "positions_angstrom": [[-2.3719, 1.5813, -4.9191], [-1.9299, 0.2300, -4.6143], [-3.0578, 1.5965, -5.7813], [-1.4972, 2.2231, -5.0972], [-2.9023, 1.9867, -4.0477], [-2.0326, -0.8482, -5.0932], [-3.6409, -0.7898, -0.4855], [-1.5350, -0.3342, -1.9179], [0.5165, -1.3226, -2.9997], [0.6828, -3.1068, -2.6401], [0.9195, -1.3083, -4.7782], [1.9565, 0.4490, -2.1484], [2.8822, -0.7430, -3.0969], [2.3977, -1.1377, -1.4295], [2.0866, -0.6217, -2.3473], [0.8525, -0.2864, -5.1654], [1.9500, -1.6726, -4.8914], [1.0804, -3.6189, -3.5256], [-0.3008, -3.5223, -2.4001], [0.2280, -1.9558, -5.3280], [1.3582, -3.2745, -1.7941], [-0.5597, -0.8327, 0.0437], [-0.2404, -2.0016, -0.0834], [-0.8824, 1.8064, -1.8887], [1.4589, -2.0531, 2.3195], [0.4284, -1.0744, 2.8772], [1.0018, -0.4395, 4.1580], [-0.2718, 0.0776, 1.6679], [-1.8782, 0.7187, 2.2338], [-2.0378, 0.8103, 3.7538], [-2.2592, 2.0428, 1.5455], [0.8676, 1.4352, 1.3603], [0.9789, 2.4323, 2.5167], [2.2483, 0.9401, 0.9419], [2.3877, -1.5573, 2.0207], [1.0701, -2.6222, 1.4795], [1.7039, -2.7609, 3.1213], [-0.4667, -1.6571, 3.1600], [1.9424, 0.0972, 3.9623], [0.3015, 0.2241, 4.6780], [1.2407, -1.2654, 4.8460], [-2.5759, -0.0558, 1.8621], [-1.3645, 1.5608, 4.1890], [-3.0673, 1.1297, 3.9553], [-1.8784, -0.1582, 4.2396], [-2.2645, 1.9598, 0.4508], [-3.2757, 2.2987, 1.8750], [-1.5909, 2.8630, 1.8337], [0.4062, 1.9322, 0.4908], [1.3092, 1.9516, 3.4416], [1.7374, 3.1734, 2.2426], [0.0518, 2.9698, 2.7173], [2.2153, 0.2181, 0.1206], [2.8184, 1.8077, 0.5881], [2.8026, 0.5050, 1.7802]],
  "atomic_forces_ev_per_a": [[-0.427, 1.070, -0.386], [-0.853, -2.351, 0.323], [0.364, -0.130, 0.113], [-0.226, -0.140, 0.053], [0.254, -0.081, -0.128], [0.274, 1.483, 0.305], [0.537, -0.170, -1.170], [0.388, 1.197, -0.858], [1.094, -1.087, -0.041], [-0.274, -0.223, 0.129], [-0.715, 0.421, -0.295], [0.148, -0.178, -0.032], [-0.359, -0.027, 0.205], [-0.181, 0.138, -0.258], [-0.227, 0.435, 0.353], [0.081, -0.195, -0.102], [-0.340, 0.064, 0.173], [-0.101, 0.147, 0.242], [0.229, -0.124, -0.050], [0.167, 0.208, 0.065], [-0.220, 0.031, -0.184], [1.204, -3.665, 0.196], [-0.897, 3.197, 0.408], [-0.095, -0.387, 0.070], [0.262, -0.314, -0.039], [-0.372, -0.931, 0.224], [0.063, 0.291, 0.272], [0.304, 1.143, 1.567], [-0.658, -0.173, -0.499], [0.213, -0.012, 0.176], [-0.058, -0.030, -0.135], [-0.010, 0.289, -0.965], [-0.028, 0.080, 0.377], [0.390, 0.089, -0.138], [-0.196, -0.113, 0.087], [0.166, -0.092, 0.124], [-0.019, 0.138, -0.228], [0.211, 0.025, 0.011], [-0.345, -0.246, 0.059], [0.302, -0.154, -0.178], [-0.115, 0.239, -0.271], [0.217, 0.293, 0.337], [-0.217, -0.210, -0.067], [0.224, -0.102, -0.040], [-0.075, 0.263, 0.016], [-0.003, 0.079, 0.319], [0.276, -0.025, -0.142], [-0.325, -0.231, -0.125], [0.140, 0.072, 0.197], [-0.052, 0.224, -0.231], [-0.137, -0.117, 0.006], [0.196, -0.091, 0.021], [0.005, 0.085, 0.242], [-0.059, -0.204, 0.062], [-0.123, 0.102, -0.172]],
  "lumo_energy_ha": [-0.278, -0.340],
  "e_tot_ha": -4106.62372,
  "multiplicity": 1,
  "charge": 2,
  "gap_ev": [8.02, 4.80]
}


No. 2
{
  "formula": "C4H12",
  "method": "ωB97M-V/def2-TZVPD",
  "species": ["C", "C", "H", "H", "H", "H", "H", "H", "C", "C", "H", "H", "H", "H", "H", "H"],
  "positions_angstrom": [[2.9218, -0.5030, -1.0423], [1.7617, -1.1855, -0.3185], [3.0926, -0.9543, -2.0292], [2.6890, 0.5284, -1.3261], [3.8372, -0.5001, -0.4503], [1.9955, -1.5205, 0.6923], [0.8821, -0.5472, -0.2725], [1.4495, -2.0884, -0.8472], [-2.6707, 1.5332, 0.5684], [-2.0233, 0.1526, 0.8022], [-2.7199, 1.7741, -0.5015], [-3.6379, 1.5968, 1.0733], [-2.0504, 2.3386, 0.9700], [-2.4824, -0.2483, 1.7133], [-2.2719, -0.5188, -0.0139], [-0.9705, 0.1608, 1.0888]],
  "atomic_forces_ev_per_a": [[-0.165, 0.266, -0.590], [-0.220, -0.259, -0.171], [0.271, -0.250, 0.329], [-0.009, 0.081, 0.438], [0.076, -0.038, -0.171], [0.100, 0.225, 0.095], [0.012, 0.001, 0.124], [-0.032, -0.039, -0.072], [0.898, 0.198, -0.156], [-0.800, 0.339, 1.058], [-0.378, -0.144, 0.167], [-0.109, 0.020, -0.405], [0.009, -0.043, 0.248], [-0.139, -0.262, -0.066], [0.393, -0.216, -0.082], [0.092, 0.119, -0.748]],
  "s_squared": 0.75,
  "lumo_energy_ha": [0.158, 0.164],
  "e_tot_ha": -159.51645,
  "multiplicity": 2,
  "charge": -1,
  "gap_ev": [2.73, 12.29]
}


No. 3
{
  "formula": "C2H10ClN4",
  "method": "ωB97M-V/def2-TZVPD",
  "species": ["C", "C", "N", "N", "N", "N", "Cl", "H", "H", "H", "H", "H", "H", "H", "H", "H", "H"],
  "positions_angstrom": [[-1.4764, 0.6580, 0.2664], [-0.5159, -1.1002, -0.0258], [-0.7630, 1.6086, -0.4471], [-1.2525, -2.1709, 0.2103], [0.7880, -1.0972, -0.0961], [2.4406, 0.9068, 0.0278], [-3.1227, 0.4747, -0.2621], [-1.4428, 0.7307, 1.2871], [-0.8126, 2.6561, -0.1390], [-0.9150, 1.6410, -1.3573], [-2.2976, -2.1697, 0.1301], [-0.8924, -3.2030, 0.1645], [1.0879, -2.1390, -0.1441], [1.4618, -0.3430, -0.2709], [2.2314, 1.7280, -0.4218], [1.9949, 0.8783, 0.9136], [3.4862, 0.9407, 0.1644]],
  "atomic_forces_ev_per_a": [[1.603, -2.241, -3.508], [-1.695, 3.161, 1.447], [1.488, 2.876, 5.535], [-0.720, -2.705, -0.694], [-1.824, -4.918, -0.296], [3.054, -1.872, 0.427], [-0.566, -0.619, -0.018], [0.292, 0.196, 2.415], [0.006, -2.818, -0.030], [-0.984, -0.375, -5.161], [1.495, 0.613, 0.173], [-0.463, 2.716, 0.095], [0.355, 2.530, 0.055], [0.566, 0.901, -0.262], [-0.927, 2.398, -1.244], [-0.114, 0.495, 1.085], [-1.567, -0.339, -0.020]],
  "lumo_energy_ha": -0.123,
  "e_tot_ha": -761.12987,
  "multiplicity": 1,
  "charge": 1,
  "gap_ev": 10.65
}


No. 4
{
  "formula": "C7H12O",
  "method": "ωB97M-V/def2-TZVPD",
  "species": ["C", "C", "C", "C", "C", "C", "C", "O", "H", "H", "H", "H", "H", "H", "H", "H", "H", "H", "H", "H"],
  "positions_angstrom": [[-0.4027, 0.2686, 3.3027], [-0.0579, 0.4584, 1.8641], [0.8007, -0.2648, 1.1704], [1.1579, -0.1231, -0.2615], [0.1668, 0.5990, -1.1609], [-0.9240, -0.2724, -1.7879], [-0.5661, -0.6912, -3.1869], [-0.6274, -1.7961, -3.6394], [0.1381, 0.9054, 4.0147], [-1.4520, 0.4360, 3.5723], [-0.1899, -0.7419, 3.6666], [-0.3696, 1.3828, 1.4217], [1.3039, -1.1674, 1.6588], [2.0016, 0.5207, -0.4027], [1.5362, -1.0582, -0.6711], [-0.3679, 1.4669, -0.7387], [0.7113, 0.9679, -2.0531], [-1.9576, 0.1502, -1.8524], [-0.8569, -1.2077, -1.1774], [-0.0443, 0.1670, -3.7394]],
  "atomic_forces_ev_per_a": [[-0.143, -0.535, 1.176], [0.553, 0.496, 0.573], [0.614, -2.316, 0.854], [0.054, 1.067, -0.531], [-1.151, 0.651, -1.726], [-0.314, -1.762, 0.831], [1.307, 0.893, 0.000], [-0.274, -0.066, -0.221], [0.164, 0.248, -0.470], [0.004, 0.069, -0.522], [0.079, -0.048, -0.341], [-0.669, 0.318, -0.324], [-0.864, 1.232, -0.453], [1.109, 0.379, 0.599], [-0.533, -0.262, -0.191], [0.852, -0.255, 0.303], [0.111, 0.338, 0.613], [0.801, -0.234, 0.468], [-1.091, 0.478, -0.530], [-0.610, -0.689, -0.110]],
  "lumo_energy_ha": 0.039,
  "e_tot_ha": -349.09828,
  "multiplicity": 1,
  "charge": 0,
  "gap_ev": 10.44
}